Record 1
107
Properties=species:S:1:pos:R:3:forces:R:3 method="wB97M-V/def2-TZVPD" gap_ha=0.31422 charge=-1 homo_ev=-6.076 largest_force_ha_per_bohr=0.097 molar_mass_g_mol=658.99 spin_multiplicity=1 lumo_ev=2.474 energy_ev=-74770.767
C -3.051 2.840 0.508 -0.4 -0.2 0.8
C -2.264 2.086 1.633 1.1 0.2 -1.2
C -1.402 0.908 1.035 0.1 -0.2 1.6
C -2.044 -0.492 1.255 -0.4 0.4 -1.1
C -3.229 -0.799 0.261 0.5 -1.0 0.8
C -2.736 -1.392 -1.089 -1.3 0.9 -0.4
C -2.116 -0.321 -2.061 0.5 -1.5 -0.3
C -0.634 -0.708 -2.344 -0.1 1.0 -0.5
C 0.162 0.417 -3.118 0.4 -1.1 0.9
C 1.618 0.435 -2.503 -1.1 0.8 -0.9
C 1.598 1.337 -1.230 0.8 -0.5 -1.1
S 2.617 0.739 0.180 0.6 1.6 4.6
O 3.153 2.008 0.790 -0.5 -1.8 -2.0
O 1.770 0.082 1.232 1.1 0.2 -2.7
N 3.960 -0.129 -0.313 -2.3 -1.4 0.3
S 3.702 -1.755 -0.562 -0.8 0.3 -4.2
O 4.250 -2.090 -1.922 -0.1 0.5 2.7
O 2.312 -2.265 -0.474 2.0 0.8 1.1
H -3.120 3.916 0.760 -0.1 -0.4 -0.3
H -4.081 2.433 0.451 0.5 0.3 -0.2
H -2.563 2.726 -0.480 -0.2 0.1 0.5
H -1.530 2.793 2.071 -0.7 -0.4 -0.2
H -2.912 1.737 2.460 0.2 0.1 -0.5
H -1.126 1.105 -0.017 -0.4 -0.2 0.5
H -0.444 0.906 1.598 -0.5 -0.1 -0.5
H -1.278 -1.282 1.118 -0.4 0.4 0.2
H -2.436 -0.543 2.289 0.3 0.0 -0.3
H -3.908 0.070 0.137 0.5 -0.3 -0.1
H -3.837 -1.590 0.757 0.2 0.4 -0.3
H -2.070 -2.260 -0.923 -0.1 0.6 0.0
H -3.632 -1.796 -1.612 0.5 0.0 0.4
H -2.652 -0.389 -3.034 0.2 0.2 0.5
H -2.238 0.715 -1.699 0.2 -0.5 0.0
H -0.627 -1.627 -2.965 0.0 0.4 0.4
H -0.087 -0.964 -1.410 -0.4 0.3 -0.4
H 0.202 0.157 -4.195 0.0 0.3 0.5
H -0.320 1.410 -2.990 0.3 -0.5 -0.2
H 1.913 -0.612 -2.337 0.1 0.6 0.0
H 2.266 0.911 -3.268 0.1 -0.5 0.6
H 2.061 2.302 -1.514 -0.1 -0.6 0.4
H 0.565 1.573 -0.921 0.7 -0.6 0.3
H 4.563 -2.418 0.302 -0.7 0.6 -0.1
C -1.461 5.117 5.707 -0.2 -0.1 0.2
C 0.013 4.765 5.596 0.2 0.2 0.0
C 0.035 3.903 4.348 0.1 -0.4 -0.1
O -1.025 4.375 3.504 0.0 0.4 0.3
C -1.859 5.267 4.247 0.1 0.0 -0.2
H -1.657 6.014 6.295 0.0 0.0 0.0
H -2.007 4.284 6.159 0.0 0.0 0.0
H 0.600 5.675 5.434 0.0 0.0 0.0
H 0.411 4.254 6.472 0.0 0.0 0.0
H -0.167 2.855 4.585 0.1 0.0 0.1
H 0.983 3.962 3.812 -0.1 0.0 -0.1
H -1.673 6.286 3.887 -0.1 0.1 0.1
H -2.908 5.021 4.069 0.0 0.0 -0.1
C 0.230 -6.630 -2.607 0.0 -0.2 -0.3
C 1.209 -5.690 -1.930 0.1 -0.1 0.2
C 0.501 -4.355 -2.054 0.0 0.4 0.0
O -0.910 -4.634 -2.040 0.1 -0.4 -0.1
C -1.109 -6.043 -2.193 -0.1 0.2 0.2
H 0.347 -7.674 -2.312 0.0 0.0 0.0
H 0.347 -6.566 -3.693 0.0 0.0 0.0
H 1.315 -5.960 -0.874 0.0 0.0 0.0
H 2.201 -5.688 -2.381 0.0 0.1 0.0
H 0.738 -3.867 -3.005 0.1 0.0 0.0
H 0.750 -3.674 -1.244 -0.1 0.0 -0.1
H -1.437 -6.445 -1.226 0.0 -0.1 0.0
H -1.896 -6.224 -2.929 0.0 0.1 0.0
C 0.932 5.602 -0.368 0.3 0.0 0.0
C 0.390 6.483 -1.481 -0.2 0.2 0.0
C 0.262 5.495 -2.629 0.1 -0.2 -0.1
O -0.012 4.219 -2.044 0.1 0.2 0.0
C 0.210 4.293 -0.627 -0.2 -0.1 0.3
H 0.751 5.995 0.632 0.0 -0.1 0.0
H 2.010 5.466 -0.493 0.0 0.0 0.1
H -0.597 6.865 -1.205 0.0 0.0 0.0
H 1.030 7.333 -1.722 0.0 0.0 0.0
H 1.200 5.415 -3.192 0.0 0.1 0.0
H -0.538 5.757 -3.325 0.0 -0.1 0.0
H -0.765 4.273 -0.132 0.0 0.0 0.1
H 0.784 3.425 -0.300 -0.1 0.3 0.0
C 3.486 -4.669 -6.276 0.2 -0.1 0.2
C 2.862 -5.501 -7.381 0.0 0.1 -0.3
C 1.567 -5.961 -6.736 -0.2 -0.1 0.3
O 1.173 -4.935 -5.818 0.3 -0.1 -0.2
C 2.268 -4.016 -5.650 -0.2 0.2 0.1
H 4.220 -3.946 -6.630 0.0 0.0 0.0
H 3.975 -5.323 -5.548 0.0 0.1 0.0
H 2.645 -4.867 -8.246 0.0 0.0 0.0
H 3.488 -6.329 -7.716 0.0 0.0 0.0
H 1.713 -6.886 -6.166 0.0 -0.1 -0.1
H 0.770 -6.123 -7.464 -0.1 0.0 0.1
H 2.006 -3.086 -6.166 0.1 0.0 0.0
H 2.406 -3.799 -4.590 -0.1 0.0 0.0
C -0.219 -1.181 6.778 0.3 0.0 0.1
C -1.406 -0.763 7.629 -0.3 -0.1 0.0
C -1.307 0.752 7.584 0.2 0.2 0.0
O -0.723 1.088 6.321 -0.1 -0.2 0.2
C -0.206 -0.104 5.708 -0.1 0.0 -0.3
H -0.305 -2.186 6.366 0.0 0.0 0.0
H 0.699 -1.132 7.371 0.0 0.0 0.0
H -2.336 -1.091 7.155 0.0 0.0 0.0
H -1.382 -1.160 8.644 0.0 0.0 0.0
H -0.648 1.132 8.373 -0.1 0.0 0.1
H -2.279 1.241 7.678 0.0 0.1 -0.1
H -0.862 -0.366 4.872 0.1 0.0 0.0
H 0.793 0.090 5.316 -0.1 0.1 0.0

=====

Record 2
120
Properties=species:S:1:pos:R:3:forces:R:3 method="wB97M-V/def2-TZVPD" gap_ha=0.37528 charge=0 homo_ev=-10.072 largest_force_ha_per_bohr=0.038 molar_mass_g_mol=836.83 spin_multiplicity=1 lumo_ev=0.140 energy_ev=-84370.249
C -5.365 -0.648 1.007 0.0 -0.4 -0.8
O -6.299 -0.027 1.861 0.4 0.5 0.1
H -4.375 -0.853 1.436 -0.2 -0.3 0.4
H -5.824 -1.566 0.620 0.4 -0.2 0.1
H -5.122 -0.026 0.141 -0.5 0.3 0.2
H -6.352 -0.522 2.685 -0.1 -0.1 -0.1
C -4.689 0.700 4.528 -1.3 -0.9 0.5
O -3.843 0.965 3.445 0.8 0.1 -0.1
H -4.523 1.337 5.394 0.4 0.4 -0.4
H -5.742 0.810 4.252 0.1 0.2 0.0
H -4.594 -0.326 4.915 0.2 0.0 -0.2
H -4.204 0.594 2.625 -0.2 0.3 0.5
C 3.400 -0.166 -5.382 0.1 0.9 1.2
O 2.590 0.893 -5.894 0.1 -0.2 -0.1
H 3.079 -1.157 -5.700 0.2 0.0 -0.3
H 4.442 0.076 -5.597 -0.1 -0.3 -0.7
H 3.402 -0.141 -4.281 -0.4 -0.3 -0.1
H 1.666 0.678 -5.709 0.1 -0.2 0.1
C -0.181 -3.799 3.819 0.6 0.4 -0.4
O 0.351 -2.717 4.574 -0.2 -0.1 0.2
H -0.432 -3.431 2.816 -0.3 -0.2 0.0
H 0.624 -4.522 3.694 -0.1 -0.1 0.1
H -1.039 -4.281 4.291 0.0 0.1 0.0
H -0.277 -1.987 4.501 -0.1 -0.1 -0.1
C -0.492 0.381 4.906 -1.0 0.1 0.4
O -1.265 -0.306 3.915 0.1 0.2 0.2
H -0.739 1.443 4.935 0.1 0.0 -0.2
H -0.771 -0.014 5.891 0.5 0.0 0.0
H 0.571 0.275 4.710 0.0 -0.3 -0.1
H -2.184 0.016 3.981 0.4 0.0 -0.3
C -5.445 -2.510 -2.902 -0.4 -0.4 -0.4
O -4.628 -2.724 -1.762 -0.1 0.1 0.1
H -6.466 -2.901 -2.807 0.1 -0.1 0.4
H -5.548 -1.459 -3.180 0.3 0.0 0.0
H -5.001 -3.093 -3.708 0.1 0.3 -0.1
H -5.085 -2.388 -0.987 0.0 0.0 -0.1
C 0.092 -1.572 -6.509 0.3 -0.2 -0.4
O 0.051 -0.636 -5.449 0.1 0.3 0.2
H -0.831 -2.145 -6.604 0.0 0.0 0.0
H 0.345 -1.113 -7.471 -0.3 0.2 0.0
H 0.917 -2.256 -6.310 -0.1 -0.1 0.2
H -0.824 -0.247 -5.346 0.0 -0.1 -0.1
C -1.374 2.528 -6.356 0.1 0.4 0.7
C -1.209 2.676 -4.856 0.1 0.5 -0.1
C -1.590 4.062 -4.287 0.4 -1.1 -0.6
O -2.302 3.705 -3.118 -0.5 1.1 0.5
C -2.844 2.484 -3.244 1.6 0.6 -0.9
O -3.766 2.081 -2.643 -0.9 -0.8 0.7
O -2.120 1.795 -4.167 -0.1 -0.4 -0.3
H -2.435 2.633 -6.577 0.0 -0.1 -0.3
H -0.957 1.585 -6.701 -0.2 -0.1 -0.1
H -0.811 3.336 -6.827 -0.1 0.0 -0.2
H -0.172 2.503 -4.559 -0.2 -0.6 0.2
H -2.217 4.626 -4.982 0.0 0.1 0.2
H -0.662 4.576 -4.055 -0.3 0.4 0.3
C -0.804 -0.140 0.772 0.2 0.1 1.1
C -0.763 -0.877 -0.541 0.3 1.8 0.0
C -0.911 0.061 -1.766 -0.7 -0.2 0.8
O 0.263 -0.157 -2.528 0.2 0.7 -0.7
C 1.151 -0.889 -1.861 -1.7 -0.7 0.5
O 2.216 -1.226 -2.240 1.2 0.1 -0.3
O 0.606 -1.305 -0.700 -0.1 -0.8 0.4
H -1.778 0.094 1.202 -0.3 -0.2 -0.5
H -0.271 0.815 0.769 0.2 -0.1 -0.3
H -0.336 -0.760 1.542 0.0 0.0 -0.1
H -1.522 -1.657 -0.519 0.6 -0.6 -0.4
H -0.975 1.103 -1.431 0.1 -0.1 -0.2
H -1.788 -0.183 -2.353 0.0 0.0 -0.3
C 2.955 -1.292 1.994 -0.6 0.8 0.0
C 4.333 -1.849 2.304 -0.5 0.6 0.6
C 5.070 -0.898 3.268 0.6 -0.9 0.2
O 5.594 -1.792 4.261 -0.2 0.3 0.3
C 4.992 -2.996 4.176 0.0 -0.8 -0.6
O 5.175 -3.911 4.912 -0.1 0.4 0.1
O 4.204 -3.062 3.066 0.3 0.4 0.2
H 2.233 -1.503 2.789 0.2 -0.7 0.0
H 2.524 -1.540 1.026 0.1 -0.3 0.0
H 2.943 -0.194 2.049 0.5 0.0 -0.4
H 4.955 -2.045 1.429 -0.2 -0.1 -0.1
H 4.413 -0.166 3.736 0.0 -0.1 0.0
H 5.941 -0.414 2.830 -0.2 0.2 -0.2
C 0.387 -4.666 -0.470 1.5 0.1 -1.1
C 1.608 -5.549 -0.690 0.9 1.0 0.9
C 2.775 -4.900 -1.498 -0.7 0.2 0.9
O 3.937 -5.062 -0.669 -0.3 0.0 0.0
C 3.565 -5.531 0.552 0.0 -1.2 -0.8
O 4.311 -5.874 1.404 0.4 0.5 0.4
O 2.239 -5.735 0.592 -0.5 -0.4 0.0
H 0.150 -4.462 -1.523 -1.3 -0.1 0.4
H 0.675 -3.695 -0.067 0.2 -0.1 0.2
H -0.304 -5.156 0.204 -0.5 0.0 -0.5
H 1.314 -6.493 -1.153 0.1 -0.2 0.4
H 2.591 -3.824 -1.565 0.1 -0.1 -0.6
H 2.919 -5.429 -2.434 0.2 0.4 -0.2
C 0.419 3.326 3.383 -0.5 0.4 0.5
C -0.622 4.094 4.176 0.2 1.2 -0.1
C -0.069 5.337 4.941 0.0 -0.9 -0.2
O -0.988 6.377 4.642 0.0 0.4 0.4
C -1.858 5.992 3.684 0.9 -1.3 0.1
O -2.763 6.616 3.271 -0.6 0.8 -0.3
O -1.527 4.748 3.256 -0.2 -0.5 0.1
H 1.013 2.697 4.044 0.1 0.0 0.0
H 1.061 4.066 2.908 0.0 -0.3 -0.4
H -0.119 2.696 2.676 0.3 0.0 -0.2
H -1.211 3.457 4.841 0.0 0.0 -0.1
H 0.930 5.593 4.580 -0.1 0.2 0.0
H -0.037 5.168 6.017 0.0 0.2 0.0
C 3.625 1.962 0.060 -0.1 -1.4 -1.0
C 2.930 3.145 -0.578 0.5 -1.3 -0.2
C 2.383 2.835 -1.998 0.5 0.5 0.7
O 1.032 3.287 -1.897 -0.3 -0.1 -0.8
C 0.671 3.526 -0.621 1.0 -0.9 0.1
O -0.423 3.754 -0.253 -0.8 0.3 0.2
O 1.740 3.335 0.196 0.1 1.1 -0.2
H 3.897 1.998 1.111 -0.1 0.6 0.0
H 4.478 1.594 -0.520 0.2 0.5 0.1
H 2.936 1.116 -0.070 -0.1 0.1 0.4
H 3.604 3.997 -0.682 -0.5 0.5 0.7
H 2.469 1.783 -2.277 -0.4 0.0 0.1
H 2.914 3.436 -2.733 -0.2 0.0 -0.2